# 1
{"formula": "C3H12NO", "method": "the ωB97M-V functional and the def2-TZVPD basis", "species": ["C", "C", "C", "N", "H", "H", "H", "H", "H", "H", "H", "H", "H", "H", "H", "H", "O"], "xyz": [[-0.06899, -0.68625, 0.13557], [1.26730, -0.39093, -0.50764], [2.28432, -0.85070, 0.47206], [-1.27282, -0.34193, -0.81809], [-0.26834, -0.12182, 1.02375], [-0.31929, -1.68515, 0.54123], [1.38962, -0.91875, -1.46369], [1.36381, 0.70068, -0.77608], [2.12381, -1.80123, 0.86774], [2.28242, -0.16395, 1.32806], [3.25056, -1.00562, -0.02690], [-1.02282, -0.11937, -1.72804], [-1.59948, 0.48159, -0.41963], [-2.03723, -0.96867, -0.56646], [-2.59715, 2.16007, 0.83571], [-1.10578, 2.49399, 1.00305], [-1.68077, 1.86363, 0.56349]], "lumo_energy_ha": -0.1216, "energy_ha": -251.23069, "relative_energy_kcal_mol": 24.89, "total_charge": 1}


# 2
{"formula": "C4H10N2O3", "method": "the ωB97M-V functional and the def2-TZVPD basis", "species": ["C", "N", "C", "O", "O", "H", "H", "H", "H", "H", "C", "N", "C", "O", "H", "H", "H", "H", "H"], "xyz": [[1.73526, 0.90811, -1.36316], [0.99137, 1.06358, -0.12792], [-0.48592, 1.18496, -0.06632], [-0.99428, 1.84601, 0.83353], [-1.05039, 1.18364, -1.31531], [2.36378, 1.77742, -1.55696], [1.12461, 0.67441, -2.23354], [2.38689, 0.03584, -1.29174], [1.44478, 1.58109, 0.61585], [-1.86011, 1.70918, -1.19172], [-1.73890, -1.50406, 0.98236], [-0.55087, -0.99493, 0.32770], [0.79524, -0.97182, 1.00329], [1.80318, -1.50969, 0.57036], [-1.76298, -1.16061, 2.01682], [-2.62380, -1.12315, 0.46853], [-1.74369, -2.59234, 0.89518], [-0.44636, -1.23440, -0.65402], [0.61220, -0.87325, 2.08708]], "smiles": "CNC(=O)O.CNC=O", "lumo_energy_ha": 0.0253, "energy_ha": -493.60458, "relative_energy_kcal_mol": 50.54}


# 3
{"formula": "C7H14BrO4P", "method": "the ωB97M-V functional and the def2-TZVPD basis", "species": ["C", "C", "C", "C", "C", "C", "C", "O", "O", "O", "O", "P", "Br", "H", "H", "H", "H", "H", "H", "H", "H", "H", "H", "H", "H", "H", "H"], "xyz": [[-4.61943, -1.60715, 0.12548], [-1.68446, 2.13459, 1.16932], [-1.54331, 1.89295, -1.39941], [3.40477, -2.22082, -0.21389], [3.28810, 0.18492, 0.34412], [-1.01231, 1.52115, -0.07509], [2.67903, -1.14956, 0.57231], [-5.32512, -2.49340, 0.47609], [-1.00026, -1.37885, -0.78680], [0.07283, 0.94856, 0.12832], [1.32985, -1.29558, 0.28039], [0.36659, -0.78324, -0.96601], [-5.12275, 0.26421, 0.25307], [-2.62831, 1.61772, 1.30384], [-0.99723, 1.97286, 2.01759], [-1.87363, 3.26635, 1.16448], [-1.15533, 1.16790, -2.04676], [-1.41223, 2.96890, -1.47653], [-2.66969, 1.83867, -1.49161], [3.04678, -2.22578, -1.20509], [4.44371, -2.12335, -0.19413], [3.01470, -3.12548, 0.06049], [3.24424, 0.40336, -0.78997], [4.34624, 0.20090, 0.69880], [2.75210, 1.10317, 0.83724], [-3.60409, -1.59691, -0.45171], [2.65919, -1.48611, 1.66544]], "lumo_energy_ha": -0.0009, "energy_ha": -3491.42376, "relative_energy_kcal_mol": 35.18}